Model w:
Computed, not measured: a cluster of 2 separate species, C3H11NOS in total, with the ωB97M-V functional and the def2-TZVPD basis.

The SMILES is CNCCS.O. As for the charge: 0. The value obtained for the orbital gap is 0.34899 hartree.

Geometry as XYZ:
```
17
C3H11NOS | OMol25 | the ωB97M-V functional and the def2-TZVPD basis
S 2.65 2.76 1.35
O -3.95 -3.18 -0.98
N 0.42 -0.40 0.19
C 0.77 0.89 0.70
C 2.28 1.13 0.60
C -0.84 -0.56 -0.52
H -0.72 -1.16 -1.42
H 0.62 -1.15 0.82
H -1.61 -1.04 0.10
H 2.90 0.44 1.16
H -3.72 -2.24 -0.84
H 3.19 3.36 0.28
H 0.36 1.65 0.06
H 0.41 1.13 1.69
H 2.52 1.18 -0.46
H -1.19 0.43 -0.78
H -4.08 -3.25 -1.94
```

Atom charges from the Mulliken analysis, given in e for atoms 1 to 5:
1. S -0.243
2. O -0.642
3. N -0.248
4. C -0.620
5. C -0.565

Model x:
Computed, not measured: a cluster of 2 separate species, C3H11NOS in total, with the ωB97M-V functional and the def2-TZVPD basis.

The SMILES is C[C@H](N)CS.O. As for the charge: 0. The value obtained for the orbital gap is 0.36196 hartree.

Geometry as XYZ:
```
17
C3H11NOS | OMol25 | the ωB97M-V functional and the def2-TZVPD basis
S -2.74 0.64 0.76
O 2.58 0.06 2.85
N 0.35 -1.31 -0.24
C 0.63 0.69 -1.47
C -0.21 0.04 -0.36
C -1.71 0.15 -0.67
H 2.42 -0.18 1.92
H 0.30 -1.81 -1.12
H 0.02 0.57 0.56
H 0.22 1.67 -1.73
H -2.17 -0.80 -0.97
H 1.76 0.17 3.34
H 1.66 0.85 -1.15
H -0.10 -1.90 0.46
H -1.91 0.28 1.75
H -1.76 0.77 -1.56
H 0.65 0.09 -2.38
```

Atom charges from the Mulliken analysis, given in e for atoms 1 to 5:
1. S -0.232
2. O -0.656
3. N -0.616
4. C -1.499
5. C 0.214

Model y:
Computed, not measured: a cluster of 2 separate species, C3H11NOS in total, with the ωB97M-V functional and the def2-TZVPD basis.

As for the charge: 0. The value obtained for the orbital gap is 0.23681 hartree.

Geometry as XYZ:
```
17
C3H11NOS | OMol25 | the ωB97M-V functional and the def2-TZVPD basis
S -1.63 -0.30 1.20
O -1.44 -1.82 -1.77
N -0.85 1.17 1.03
C 0.63 1.22 0.97
C -0.65 -0.86 -2.28
C 1.49 -0.08 0.91
H 0.99 1.83 1.85
H 0.90 1.86 0.08
H -0.05 -0.25 -1.55
H -1.23 -1.15 0.10
H -1.27 -0.91 2.38
H -1.24 1.72 0.26
H 1.00 -1.08 0.97
H 2.25 -0.04 1.74
H 0.15 -1.18 -2.98
H 2.10 -0.07 -0.03
H -1.14 -0.05 -2.87
```

Atom charges from the Mulliken analysis, given in e for atoms 1 to 5:
1. S -0.003
2. O -0.781
3. N -0.260
4. C -0.396
5. C -0.213

Which one sits at the top of the stability order? model x does.

Model w:
Computed, not measured: a cluster of 2 separate species, C3H11NOS in total, with the ωB97M-V functional and the def2-TZVPD basis.

The SMILES is CNCCS.O. As for the charge: 0. The value obtained for the orbital gap is 0.36801 hartree.

Geometry as XYZ:
```
17
C3H11NOS | OMol25 | the ωB97M-V functional and the def2-TZVPD basis
S -1.05 2.34 1.46
O -0.03 -3.79 -1.15
N 0.57 -0.67 -0.81
C -0.91 0.78 0.49
C 1.87 -0.83 -1.45
C 0.54 0.43 0.16
H -0.65 1.77 2.61
H 2.48 -1.51 -0.86
H 1.74 -1.20 -2.47
H 1.07 1.32 -0.19
H 0.35 -3.43 -0.33
H -1.50 0.91 -0.41
H -0.27 -3.02 -1.67
H -0.11 -0.47 -1.54
H -1.33 0.01 1.13
H 2.41 0.13 -1.49
H 1.00 0.07 1.09
```

Atom charges from the Mulliken analysis, given in e for atoms 1 to 5:
1. S -0.206
2. O -0.646
3. N -0.240
4. C -0.756
5. C -0.995

Model x:
Computed, not measured: a cluster of 2 separate species, C3H11NOS in total, with the ωB97M-V functional and the def2-TZVPD basis.

The SMILES is CCS.NCO. As for the charge: 0. The value obtained for the orbital gap is 0.36152 hartree.

Geometry as XYZ:
```
17
C3H11NOS | OMol25 | the ωB97M-V functional and the def2-TZVPD basis
S -1.66 -1.16 1.21
O 2.76 -1.28 -0.94
N 2.75 0.89 0.42
C -2.61 -0.10 0.20
C -1.92 1.13 -0.54
C 1.96 -0.33 -0.02
H 1.04 -0.12 -0.72
H -2.33 1.28 -1.63
H -2.29 1.99 -0.01
H 3.68 1.17 -0.01
H -1.89 -2.34 0.66
H 3.15 -1.97 -0.44
H -2.89 -0.66 -0.75
H 1.51 -0.73 0.80
H -0.85 1.13 -0.47
H 2.96 0.69 1.46
H -3.37 0.41 0.77
```

Atom charges from the Mulliken analysis, given in e for atoms 1 to 5:
1. S -0.266
2. O -0.553
3. N -0.533
4. C -0.276
5. C -0.851

Which one sits at the top of the stability order? model w does.

Model w:
Computed, not measured: a cluster of 2 separate species, C3H3BrO in total, with the ωB97M-V functional and the def2-TZVPD basis.

As for the charge: 0. The value obtained for the orbital gap (spin up / spin down) is 0.23221 / 0.22625 hartree.

Geometry as XYZ:
```
8
C3H3BrO | OMol25 | the ωB97M-V functional and the def2-TZVPD basis
Br 3.57 0.30 -0.27
O 1.81 -2.75 0.30
C -0.11 0.13 0.42
C 1.38 -1.70 0.00
C 0.61 -0.69 -0.40
H -0.75 0.78 0.01
H -0.03 0.09 1.49
H 0.77 -0.55 -1.54
```

Atom charges from the Mulliken analysis, given in e for atoms 1 to 5:
1. Br -0.566
2. O -0.211
3. C -0.568
4. C 0.526
5. C -0.075

Model x:
Computed, not measured: the molecule C3H3BrO, with the ωB97M-V functional and the def2-TZVPD basis.

As for the charge: 0. The value obtained for the orbital gap (spin up / spin down) is 0.28189 / 0.28192 hartree.

Geometry as XYZ:
```
8
C3H3BrO | OMol25 | the ωB97M-V functional and the def2-TZVPD basis
Br 3.02 -0.51 0.13
O 0.48 1.65 0.14
C 0.30 0.43 0.00
C 1.40 -0.23 -0.60
C -1.05 -0.22 0.08
H -1.01 -1.12 0.67
H -1.75 0.49 0.51
H -1.39 -0.48 -0.92
```

Atom charges from the Mulliken analysis, given in e for atoms 1 to 5:
1. Br 0.072
2. O -0.520
3. C 0.958
4. C -0.433
5. C -0.973

Which one sits at the top of the stability order? model w does.

Model w:
Computed, not measured: a cluster of 3 separate species, C4H12N2O2 in total, with the ωB97M-V functional and the def2-TZVPD basis.

As for the charge: 0. The value obtained for the orbital gap (spin up / spin down) is 0.34722 / 0.22377 hartree.

Geometry as XYZ:
```
20
C4H12N2O2 | OMol25 | the ωB97M-V functional and the def2-TZVPD basis
O 0.14 1.11 -1.79
O -1.23 -1.17 -1.35
N -0.61 0.52 0.26
N -1.78 -2.19 -0.62
C 0.35 0.49 -0.63
C 1.62 -0.29 -0.62
C 0.76 2.17 0.85
C -0.63 -0.34 1.40
H -0.82 1.27 -1.83
H -1.15 0.15 2.22
H -1.22 -1.23 1.09
H -2.78 -2.27 -0.81
H 2.40 0.26 -1.16
H 1.42 -1.22 -1.16
H -0.11 2.71 1.18
H -1.33 -3.08 -0.83
H 1.96 -0.52 0.38
H 1.34 1.68 1.63
H 0.35 -0.69 1.74
H 1.32 2.64 0.06
```

Atom charges from the Mulliken analysis, given in e for atoms 1 to 5:
1. O -0.459
2. O -0.313
3. N -0.480
4. N -0.451
5. C 1.018

Model x:
Computed, not measured: a cluster of 2 separate species, C4H12N2O2 in total, with the ωB97M-V functional and the def2-TZVPD basis.

The SMILES is CC(=O)O.CC(N)N. As for the charge: 0. The value obtained for the orbital gap is 0.35404 hartree.

Geometry as XYZ:
```
20
C4H12N2O2 | OMol25 | the ωB97M-V functional and the def2-TZVPD basis
O -1.95 -1.04 -0.67
O -1.75 1.23 -0.69
N 1.57 -1.39 0.42
N 1.29 0.90 0.55
C 1.38 -0.12 -1.65
C -1.73 0.04 -0.04
C -1.89 0.18 1.44
C 0.93 -0.27 -0.21
H -1.96 1.00 -1.62
H 0.90 0.75 -2.11
H 0.84 1.72 0.14
H 1.30 -1.45 1.40
H -1.52 1.15 1.79
H 2.46 0.00 -1.72
H -0.22 -0.75 -0.35
H 0.97 0.83 1.51
H 1.10 -1.01 -2.23
H -1.34 -0.62 1.95
H 2.57 -1.24 0.42
H -2.95 0.09 1.68
```

Atom charges from the Mulliken analysis, given in e for atoms 1 to 5:
1. O -0.662
2. O -0.451
3. N -0.683
4. N -0.674
5. C -1.456

Model y:
Computed, not measured: a cluster of 2 separate species, C4H12N2O2 in total, with the ωB97M-V functional and the def2-TZVPD basis.

The SMILES is CC(=O)N(N)O.CC. As for the charge: 0. The value obtained for the orbital gap is 0.37383 hartree.

Geometry as XYZ:
```
20
C4H12N2O2 | OMol25 | the ωB97M-V functional and the def2-TZVPD basis
O 1.15 -1.68 -0.66
O 0.00 -1.68 1.64
N 0.84 -0.60 1.25
N 0.87 0.47 2.10
C -1.82 -0.04 -1.72
C 1.37 -0.68 0.01
C 2.21 0.49 -0.41
C -1.91 0.70 -0.40
H -1.98 0.00 0.43
H -0.06 0.86 2.23
H 2.10 1.32 0.27
H -0.95 -0.70 -1.74
H 3.25 0.17 -0.44
H -2.71 -0.66 -1.87
H 0.04 -2.27 0.86
H -1.03 1.33 -0.25
H -1.74 0.66 -2.55
H 1.24 0.20 3.01
H -2.79 1.34 -0.37
H 1.92 0.78 -1.42
```

Atom charges from the Mulliken analysis, given in e for atoms 1 to 5:
1. O -0.709
2. O -0.476
3. N 0.409
4. N -0.727
5. C -0.866

Model z:
Computed, not measured: the molecule C4H12N2O2, with the ωB97M-V functional and the def2-TZVPD basis.

The SMILES is OCNCCNCO. As for the charge: 0. The value obtained for the orbital gap is 0.36469 hartree.

Geometry as XYZ:
```
20
C4H12N2O2 | OMol25 | the ωB97M-V functional and the def2-TZVPD basis
O -3.78 -0.10 -0.03
O 3.44 0.78 0.23
N 1.42 -0.15 -0.46
N -1.60 -0.34 0.42
C -2.59 -0.83 -0.41
C 2.72 -0.43 -0.03
C 0.71 0.71 0.45
C -0.78 0.76 -0.07
H 3.37 1.32 -0.60
H 0.78 -0.97 -0.59
H 2.67 -0.92 0.89
H 1.21 1.70 0.27
H -1.24 1.73 0.18
H -2.83 -1.88 -0.24
H -2.25 -0.55 -1.47
H 0.81 0.51 1.56
H 3.25 -1.15 -0.71
H -0.90 0.72 -1.20
H -0.97 -1.12 0.93
H -3.46 0.22 0.86
```

Atom charges from the Mulliken analysis, given in e for atoms 1 to 5:
1. O -0.542
2. O -0.521
3. N -0.358
4. N -0.382
5. C -0.174

Which one sits at the top of the stability order? model x does.